# C70H160N6O18

A cluster of 13 separate species, C70H160N6O18 in total at a distorted geometry (ωB97M-V with the def2-TZVPD basis set, OMol25).

Calculated values
Gap between HOMO and LUMO (eV): 9.012
Total charge: 0

Geometry (Å):
1 C -30.20 -19.84 11.18
2 C -30.36 -18.70 10.18
3 C -29.29 -17.60 10.47
4 C -27.92 -18.19 10.18
5 C -27.78 -18.69 8.73
6 C -28.87 -19.62 8.26
7 N -30.15 -19.00 8.74
8 O -31.26 -19.69 8.20
9 C -28.86 -19.71 6.77
10 C -28.60 -21.06 8.77
11 C -31.70 -18.09 10.35
12 H -29.19 -20.16 11.38
13 H -30.68 -20.73 10.88
14 H -30.64 -19.55 12.12
15 H -29.50 -16.76 9.85
16 H -29.41 -17.24 11.49
17 H -27.75 -19.00 10.86
18 H -27.07 -17.47 10.31
19 H -26.85 -19.24 8.64
20 H -27.77 -17.79 8.07
21 H -27.92 -19.72 6.30
22 H -29.43 -20.51 6.41
23 H -29.36 -18.88 6.28
24 H -28.36 -21.07 9.87
25 H -29.49 -21.64 8.49
26 H -27.78 -21.46 8.19
27 H -31.69 -17.05 10.03
28 H -31.91 -18.00 11.41
29 H -32.49 -18.59 9.81
30 H -31.21 -20.57 8.66
31 C -25.94 -11.43 13.32
32 C -26.69 -12.30 12.29
33 C -27.02 -13.64 13.00
34 C -28.00 -14.52 12.31
35 C -29.22 -13.65 11.89
36 C -28.90 -12.42 11.11
37 N -27.93 -11.65 11.83
38 O -27.68 -10.45 11.13
39 C -28.40 -12.72 9.68
40 C -30.16 -11.60 11.00
41 C -25.68 -12.71 11.18
42 H -25.72 -10.42 13.02
43 H -24.96 -11.93 13.60
44 H -26.52 -11.41 14.25
45 H -26.10 -14.23 13.17
46 H -27.43 -13.34 13.96
47 H -28.28 -15.26 13.03
48 H -27.62 -14.98 11.37
49 H -29.82 -13.38 12.80
50 H -29.87 -14.25 11.24
51 H -29.24 -13.11 9.04
52 H -28.10 -11.80 9.10
53 H -27.50 -13.31 9.60
54 H -30.40 -11.12 12.00
55 H -30.05 -10.82 10.28
56 H -31.06 -12.12 10.71
57 H -24.71 -13.02 11.60
58 H -25.49 -11.87 10.46
59 H -26.07 -13.49 10.53
60 H -27.74 -9.82 11.81
61 C -25.69 -8.84 6.43
62 C -24.73 -9.59 7.41
63 C -23.47 -9.83 6.64
64 C -22.28 -10.32 7.54
65 C -22.08 -9.23 8.67
66 C -23.42 -8.86 9.38
67 N -24.44 -8.53 8.45
68 O -25.59 -8.07 9.13
69 C -23.67 -10.01 10.35
70 C -23.13 -7.59 10.19
71 C -25.30 -10.93 8.00
72 H -25.44 -7.77 6.56
73 H -26.70 -8.81 6.71
74 H -25.48 -9.15 5.38
75 H -23.69 -10.56 5.83
76 H -23.12 -8.92 6.21
77 H -21.36 -10.44 6.93
78 H -22.39 -11.29 7.98
79 H -21.70 -8.31 8.12
80 H -21.24 -9.46 9.39
81 H -23.45 -10.95 9.91
82 H -22.99 -9.90 11.17
83 H -24.69 -9.94 10.70
84 H -22.11 -7.67 10.68
85 H -23.11 -6.68 9.63
86 H -23.84 -7.34 10.95
87 H -24.49 -11.58 8.31
88 H -25.82 -11.38 7.12
89 H -26.18 -10.89 8.67
90 H -26.08 -8.81 9.57
91 C -17.97 -17.79 6.44
92 C -19.09 -16.78 6.49
93 C -18.64 -15.29 6.41
94 C -17.96 -14.91 5.11
95 C -18.83 -15.15 3.94
96 C -19.50 -16.56 3.85
97 N -20.04 -16.87 5.28
98 O -20.59 -18.14 5.25
99 C -20.62 -16.60 2.74
100 C -18.48 -17.59 3.36
101 C -19.96 -16.93 7.69
102 H -17.69 -18.05 7.47
103 H -17.10 -17.40 5.85
104 H -18.27 -18.77 5.99
105 H -19.45 -14.63 6.62
106 H -17.81 -15.16 7.13
107 H -17.06 -15.52 4.89
108 H -17.64 -13.87 5.13
109 H -18.35 -15.02 2.99
110 H -19.74 -14.42 4.00
111 H -20.93 -17.64 2.68
112 H -21.45 -15.97 3.07
113 H -20.25 -16.20 1.83
114 H -18.40 -17.67 2.30
115 H -17.50 -17.66 3.83
116 H -18.82 -18.62 3.48
117 H -20.97 -16.45 7.54
118 H -19.53 -16.45 8.54
119 H -20.15 -18.01 7.96
120 H -19.92 -18.68 4.84
121 C -25.11 -16.97 6.72
122 C -25.93 -16.23 5.65
123 C -26.92 -15.20 6.20
124 C -26.19 -14.02 6.78
125 C -25.38 -13.34 5.66
126 C -24.50 -14.26 4.91
127 N -25.17 -15.55 4.54
128 O -24.15 -16.49 4.10
129 C -24.00 -13.70 3.54
130 C -23.22 -14.53 5.77
131 C -26.77 -17.35 4.91
132 H -24.72 -17.89 6.36
133 H -25.80 -17.35 7.46
134 H -24.27 -16.40 7.11
135 H -27.34 -14.91 5.30
136 H -27.67 -15.57 6.86
137 H -25.57 -14.31 7.62
138 H -26.93 -13.28 7.03
139 H -24.88 -12.46 6.12
140 H -26.10 -12.78 5.06
141 H -23.19 -14.39 3.24
142 H -24.86 -13.71 2.84
143 H -23.63 -12.67 3.62
144 H -23.54 -14.86 6.75
145 H -22.62 -15.29 5.31
146 H -22.59 -13.59 5.84
147 H -26.14 -18.15 4.35
148 H -27.46 -16.94 4.17
149 H -27.36 -17.86 5.70
150 H -24.40 -16.77 3.24
151 C -33.15 -13.00 3.36
152 C -31.87 -12.67 2.66
153 C -30.95 -11.73 3.41
154 C -29.60 -11.70 2.81
155 C -28.92 -13.02 2.94
156 C -29.79 -14.05 2.10
157 N -31.12 -13.99 2.67
158 O -31.86 -15.07 1.97
159 C -29.63 -13.83 0.63
160 C -29.20 -15.43 2.55
161 C -32.34 -12.06 1.28
162 H -33.67 -13.73 2.83
163 H -33.81 -12.14 3.36
164 H -32.94 -13.36 4.34
165 H -31.43 -10.73 3.50
166 H -30.81 -12.11 4.41
167 H -28.87 -11.04 3.40
168 H -29.57 -11.31 1.78
169 H -28.88 -13.35 3.95
170 H -27.87 -12.93 2.53
171 H -29.71 -12.85 0.28
172 H -28.74 -14.37 0.30
173 H -30.48 -14.35 0.17
174 H -29.59 -16.30 2.00
175 H -28.11 -15.47 2.39
176 H -29.36 -15.54 3.59
177 H -31.60 -12.07 0.49
178 H -32.64 -11.02 1.37
179 H -33.24 -12.47 0.81
180 H -31.96 -15.81 2.66
181 C -28.84 -11.10 6.44
182 C -29.82 -10.28 7.23
183 C -29.25 -8.99 7.82
184 O -31.02 -9.91 6.52
185 H -29.36 -12.08 6.28
186 H -27.97 -11.25 7.09
187 H -28.69 -10.55 5.50
188 H -30.12 -10.96 8.02
189 H -28.70 -8.45 7.04
190 H -28.51 -9.14 8.58
191 H -29.99 -8.24 8.21
192 H -30.86 -9.07 6.16
193 C -22.85 -14.52 9.64
194 C -21.58 -14.65 10.48
195 C -20.41 -13.85 9.94
196 O -21.89 -14.19 11.83
197 H -22.81 -15.11 8.71
198 H -22.94 -13.47 9.47
199 H -23.68 -14.90 10.25
200 H -21.32 -15.67 10.70
201 H -20.02 -14.32 9.06
202 H -19.61 -13.93 10.69
203 H -20.63 -12.77 9.86
204 H -22.35 -13.35 11.69
205 C -22.88 -19.09 8.70
206 C -23.60 -19.03 10.01
207 O -24.88 -19.62 9.93
208 O -22.43 -20.36 8.40
209 H -21.97 -18.41 8.86
210 H -23.45 -18.67 7.89
211 H -23.69 -17.97 10.33
212 H -22.99 -19.51 10.74
213 H -24.69 -20.56 9.75
214 H -22.28 -20.35 7.43
215 C -24.77 -21.16 5.52
216 C -23.91 -20.14 4.73
217 O -22.66 -20.09 5.31
218 O -25.15 -20.76 6.80
219 H -24.20 -22.06 5.46
220 H -25.71 -21.30 4.94
221 H -24.32 -19.12 4.65
222 H -23.91 -20.41 3.70
223 H -22.09 -19.37 5.02
224 H -24.44 -20.90 7.43
225 C -27.75 -21.03 2.63
226 C -27.68 -19.65 1.97
227 O -26.77 -19.70 0.87
228 O -26.47 -21.52 2.80
229 H -28.34 -21.67 2.03
230 H -28.24 -20.93 3.61
231 H -27.16 -18.93 2.66
232 H -28.64 -19.27 1.71
233 H -26.76 -18.87 0.46
234 H -26.18 -21.87 1.91
235 C -24.04 -16.88 0.76
236 C -25.33 -16.04 0.73
237 O -26.33 -16.89 0.30
238 O -23.99 -17.77 1.81
239 H -23.15 -16.25 0.83
240 H -23.89 -17.47 -0.19
241 H -25.16 -15.15 0.12
242 H -25.41 -15.75 1.79
243 H -27.18 -16.50 0.44
244 H -24.46 -18.56 1.58
245 C -30.85 -15.84 6.50
246 C -32.03 -14.95 6.74
247 O -32.95 -15.53 7.72
248 O -30.26 -16.11 7.81
249 H -30.06 -15.35 5.87
250 H -31.19 -16.80 6.07
251 H -32.62 -14.90 5.83
252 H -31.77 -13.88 7.00
253 H -32.34 -15.69 8.52
254 H -30.15 -17.08 7.89